C13H21NO4S | the ωB97M-V functional and the def2-TZVPD basis

The geometry in XYZ format:
```
40
C13H21NO4S (the ωB97M-V functional and the def2-TZVPD basis)
C -3.06957 3.66127 -3.66115
C -2.51485 2.55169 -3.18711
C -1.60353 1.20496 -3.03232
C -0.04263 1.63373 -2.97349
C 0.79674 0.97991 -1.76024
C 0.49796 1.60935 -0.30156
O -0.77875 2.28433 -0.17178
C 0.66317 0.36555 0.76627
C 0.17598 0.73270 2.26064
O 1.03319 1.71385 2.91880
S 1.25017 3.09706 1.98272
O 2.49042 3.80000 2.55013
O 0.05185 3.99880 2.15849
C 1.62973 2.70649 0.17571
H -3.43678 4.58233 -4.26413
H -1.86844 0.76160 -1.99816
H -1.86333 0.43470 -3.84434
H 0.07083 2.78665 -3.02241
H 0.44152 1.22832 -3.95813
H 1.92469 1.19290 -1.98520
H 0.66185 -0.16205 -1.74257
H -1.45948 1.67586 0.20599
H 0.06265 -0.53211 0.33724
H 1.78485 0.05733 0.80303
H 0.27499 -0.25083 2.88390
H -0.94756 1.02438 2.29432
H 2.66717 2.22188 0.04319
H 1.53101 3.69013 -0.44050
C 0.40830 -4.98248 0.43393
C 0.75346 -3.89112 1.44195
C -0.35175 -3.66384 2.47549
C -1.62030 -3.23875 1.78169
N -2.62761 -2.90039 1.22854
H -0.47311 -4.72089 -0.15797
H 1.23609 -5.12922 -0.26495
H 0.21497 -5.93484 0.93783
H 0.95292 -2.95935 0.90122
H 1.67697 -4.16615 1.96079
H -0.05176 -2.88417 3.18137
H -0.54204 -4.57958 3.04279
```

energy relative to the best compared isomer or geometry (same formula, charge and spin)	603.95	kJ/mol
Kohn-Sham gap	9.81	eV
SMILES	C#CCCC[C@@]1(O)CCOS(=O)(=O)C1.CCCC#N
molar mass	287.38	g/mol

***

C4H27NO10 | the ωB97M-V functional and the def2-TZVPD basis

The geometry in XYZ format:
```
42
C4H27NO10 (the ωB97M-V functional and the def2-TZVPD basis)
C -0.54684 -3.47461 -0.85322
N -0.04094 -2.02542 -0.58893
C -0.17004 -1.57080 0.85470
C 0.70584 -2.51224 1.65278
O 0.62065 -2.17952 2.97927
C 0.22140 -0.15908 0.98572
O -0.74571 0.54498 1.88173
H -0.02721 -4.34307 -0.31419
H -0.14516 -3.82391 -1.84429
H -1.64759 -3.65307 -0.69057
H -0.59744 -1.30453 -1.20020
H -1.27723 -1.67529 1.05586
H 1.76700 -2.43792 1.25708
H 0.79293 -3.63660 1.57698
H -0.00105 -1.40970 3.16501
H 0.37625 0.57023 0.19185
H 1.19181 -0.05578 1.39526
H -0.10215 0.77561 2.55130
H -4.46759 0.63723 0.78147
H -3.12958 0.47586 1.51773
O -3.49689 0.30075 0.68736
H -0.25831 1.68086 -4.35709
H -0.32841 0.68244 -3.30854
O 0.24765 1.11339 -3.78440
H 2.18439 0.23683 -1.84016
H 2.27845 0.36448 -3.36370
O 2.63637 -0.03564 -2.58624
H 3.27714 -0.07937 -0.17317
H 4.01243 0.77732 0.66475
O 3.14670 0.59223 0.48653
H -2.42936 1.03124 -1.07550
H -2.58781 1.97948 -2.12561
O -2.33702 1.02132 -2.00454
H -0.61930 3.62557 1.56738
H -1.04290 3.35173 0.24482
O -0.78503 4.16988 0.77553
H 1.86061 -0.50360 3.69809
H 2.37904 0.90381 3.86653
O 1.53762 0.43344 3.69518
H -1.17578 3.06618 -3.15534
H -0.16153 3.11466 -1.97632
O -1.11543 3.43065 -2.29093
```

energy relative to the best compared isomer or geometry (same formula, charge and spin)	473.00	kJ/mol
Kohn-Sham gap	9.17	eV
SMILES	CNC(CO)CO.O.O.O.O.O.O.O.O
molar mass	249.26	g/mol

***

C4H11NO4S | the ωB97M-V functional and the def2-TZVPD basis

The geometry in XYZ format:
```
21
C4H11NO4S (the ωB97M-V functional and the def2-TZVPD basis)
C -1.33308 1.37383 0.20652
C -2.16176 -0.79390 -0.80084
C -0.58389 -0.79584 1.10827
C -1.32661 -0.12112 0.24280
N 3.96117 -0.52558 -0.02457
O 2.01264 1.07397 -0.28167
O 1.77784 -1.15829 -1.22606
O 4.44451 0.46520 -0.82286
O 4.23379 -0.21573 1.36048
S 2.16273 -0.29964 0.11636
H -0.75522 1.71360 -0.65277
H -2.34718 1.75703 0.10354
H -0.87999 1.79095 1.10129
H -3.20925 -0.52373 -0.67215
H -2.07036 -1.87435 -0.74673
H -1.85697 -0.46435 -1.79245
H -0.56517 -1.87276 1.12832
H 1.85733 -2.10367 -1.11426
H -0.01105 -0.29563 1.87051
H 3.78095 1.20013 -0.83297
H 5.18966 -0.33061 1.47592
```

energy relative to the best compared isomer or geometry (same formula, charge and spin)	334.78	kJ/mol
Kohn-Sham gap	9.90	eV
molar mass	169.20	g/mol

***

C46H60As2N3O2PSW | the ωB97M-V functional and the def2-TZVPD basis

The geometry in XYZ format:
```
116
C46H60As2N3O2PSW (the ωB97M-V functional and the def2-TZVPD basis)
W -0.19446 0.36049 0.65674
C 3.33041 0.00976 1.20159
C 2.53085 -0.57847 2.36480
As 1.02725 -1.63946 1.65540
C 2.10333 -2.83838 0.60238
C 2.93667 -3.75278 1.24641
C 3.85116 -4.48181 0.50279
C 3.93939 -4.30398 -0.87390
C 3.11045 -3.39516 -1.51213
C 2.19416 -2.66187 -0.76868
C 0.42373 -2.69018 3.14203
C -0.03073 -3.99074 2.93710
C -0.52463 -4.72451 4.00642
C -0.56495 -4.16249 5.27423
C -0.11953 -2.86400 5.47750
C 0.36281 -2.12040 4.41034
As 2.21915 0.95119 -0.13156
C 2.94628 0.44948 -1.83503
C 2.13483 0.40850 -2.95737
C 2.67662 0.10311 -4.19951
C 4.03376 -0.15559 -4.31368
C 4.85377 -0.08858 -3.19346
C 4.31650 0.22271 -1.95449
C 2.87654 2.76415 0.02504
C 3.01722 3.52472 -1.13338
C 3.46855 4.83406 -1.05584
C 3.78204 5.38806 0.17671
C 3.64743 4.63099 1.33124
C 3.18913 3.32462 1.26021
H 3.85773 -0.77675 0.65871
H 4.07541 0.71484 1.57117
H 2.13826 0.21201 3.00516
H 3.14612 -1.24189 2.97491
H 2.87513 -3.90354 2.31803
H 4.50275 -5.18787 0.99992
H 4.65897 -4.87576 -1.44427
H 3.17830 -3.24747 -2.58268
H 1.55737 -1.94008 -1.26172
H 0.02733 -4.44885 1.95551
H -0.86927 -5.73794 3.85042
H -0.93694 -4.74219 6.10831
H -0.13980 -2.43376 6.46975
H 0.70617 -1.10599 4.57628
H 1.08019 0.63685 -2.86554
H 2.04369 0.07867 -5.07738
H 4.45970 -0.39547 -5.27863
H 5.91583 -0.27095 -3.28791
H 4.96962 0.29251 -1.09328
H 2.79294 3.09931 -2.10454
H 3.58226 5.41770 -1.95956
H 4.13893 6.40758 0.23667
H 3.89915 5.05883 2.29260
H 3.08545 2.74847 2.17031
C -2.52190 -3.14131 -3.54927
C -1.58946 -2.57321 -2.47027
C -1.33519 -3.65455 -1.40739
C -0.24239 -2.22150 -3.12089
P -2.30896 -1.08214 -1.60985
N -1.10678 -0.43215 -0.64988
C -3.70276 -1.56886 -0.45972
C -4.35884 -0.27026 0.03779
C -3.16709 -2.33637 0.76856
C -4.77516 -2.44072 -1.12490
C -2.83590 0.25638 -2.81041
C -1.83562 0.34346 -3.97340
C -2.82818 1.63002 -2.11382
C -4.22750 -0.01001 -3.40343
H -2.00719 -3.98473 -4.01397
H -2.74067 -2.42463 -4.33837
H -3.46349 -3.51238 -3.15321
H -0.73828 -4.44150 -1.86991
H -2.25904 -4.10839 -1.05898
H -0.77629 -3.27752 -0.54918
H 0.36330 -3.12794 -3.15545
H 0.31297 -1.47947 -2.55779
H -0.35446 -1.86427 -4.14002
H -3.63520 0.42998 0.44372
H -5.04409 -0.53747 0.84349
H -4.94016 0.22586 -0.73507
H -2.21609 -1.96135 1.13819
H -3.06532 -3.39982 0.57481
H -3.89401 -2.21936 1.57298
H -5.21056 -2.00454 -2.02099
H -5.57992 -2.57114 -0.39832
H -4.40018 -3.43356 -1.36579
H -0.81673 0.52972 -3.63396
H -2.13827 1.18967 -4.59104
H -1.84316 -0.53810 -4.60753
H -1.94721 1.78677 -1.49451
H -3.71774 1.79241 -1.50885
H -2.81801 2.39208 -2.89408
H -4.30979 -0.98736 -3.87640
H -4.39897 0.73933 -4.17860
H -5.02836 0.08922 -2.67582
O -0.66373 2.48297 0.41826
C -0.00341 2.82816 1.45536
O 0.65213 1.88808 2.02853
C 0.07054 4.21929 1.92429
C 0.56043 4.48674 3.20083
C 0.68928 5.79984 3.61956
C 0.33475 6.83549 2.76236
C -0.16567 6.56592 1.49532
C -0.30989 5.25340 1.07497
H 0.83581 3.66724 3.85160
H 1.07042 6.02049 4.60744
H 0.45443 7.86185 3.08349
H -0.44013 7.37833 0.83660
H -0.68489 5.02684 0.08515
N -2.50610 2.09477 4.28012
C -2.46612 1.77682 2.99416
N -3.04156 2.58164 2.10376
S -1.80961 0.22909 2.58103
H -3.03959 2.87918 4.62522
H -2.24148 1.38866 4.94844
H -3.42876 3.46457 2.40820
H -2.64722 2.58864 1.17268
```

energy relative to the best compared isomer or geometry (same formula, charge and spin)	26.90	kJ/mol
net charge	+2
Kohn-Sham gap	7.63	eV
molar mass	1083.73	g/mol

***

C20H36NO4S | the ωB97M-V functional and the def2-TZVPD basis

The geometry in XYZ format:
```
62
C20H36NO4S (the ωB97M-V functional and the def2-TZVPD basis)
C -0.40465 0.29989 0.54556
C 0.17550 1.35028 0.54170
C 0.80598 2.67150 0.53735
C -0.17264 3.78404 0.93341
C -1.16634 4.06156 -0.19845
C -2.37131 4.88194 0.19949
O -2.22218 5.68021 1.39542
C -3.46952 6.20940 1.57324
O -3.72067 7.22880 2.11050
O -4.39889 5.38261 1.00785
C -3.69383 4.20982 0.52650
S -3.42888 3.06906 1.94046
O -4.24680 3.70885 -0.61019
C -5.31078 2.76037 -0.51257
C -6.55579 3.25521 0.20835
C -7.46677 2.05061 0.53946
H -0.66841 -0.72734 0.50311
H 1.64059 2.64028 1.23804
H 1.20373 2.83646 -0.46561
H -0.72005 3.47395 1.81914
H 0.40214 4.67906 1.15457
H -1.51258 3.13144 -0.65108
H -0.63456 4.59699 -0.98516
H -2.59385 5.59415 -0.59766
H -4.60470 2.43617 1.96559
H -5.58312 2.54995 -1.54504
H -4.93622 1.82190 -0.09988
H -6.30210 3.75899 1.13648
H -7.08327 3.93953 -0.44946
H -7.14838 1.15933 0.00032
H -8.50120 2.26856 0.29369
H -7.42490 1.81792 1.60169
C 4.63736 -6.01958 -1.78891
C 3.14780 -5.86316 -1.48812
C 2.53077 -4.59780 -2.08801
C 3.04221 -3.24166 -1.61758
N 2.83520 -2.89206 -0.15838
C 3.92702 -3.47237 0.71446
C 5.05805 -2.47040 0.63101
C 4.32716 -1.13013 0.71132
C 2.97953 -1.37484 0.02282
C 1.48820 -3.31962 0.31204
H 5.22436 -5.15388 -1.47106
H 5.04283 -6.89281 -1.27988
H 4.80218 -6.15325 -2.85810
H 2.97204 -5.91582 -0.41026
H 2.61558 -6.71802 -1.90692
H 1.44472 -4.63357 -1.98130
H 2.70962 -4.61118 -3.16622
H 2.51117 -2.47489 -2.17901
H 4.10486 -3.11876 -1.82008
H 3.52849 -3.53307 1.72660
H 4.18723 -4.46573 0.36754
H 5.59569 -2.56921 -0.31311
H 5.77943 -2.60642 1.43305
H 4.88289 -0.32428 0.23798
H 4.16629 -0.84581 1.75051
H 2.91205 -0.90501 -0.95287
H 2.14816 -1.02822 0.63031
H 1.42701 -4.40347 0.30392
H 0.73587 -2.89020 -0.34538
H 1.35068 -2.95627 1.32678
```

net charge	+1
Kohn-Sham gap	9.05	eV
molar mass	386.58	g/mol

***

C5H8O2 | the ωB97M-V functional and the def2-TZVPD basis

The geometry in XYZ format:
```
15
C5H8O2 (the ωB97M-V functional and the def2-TZVPD basis)
C -1.21924 -0.94780 1.32601
C -0.40914 -0.34017 0.24051
C -0.24481 -0.68688 -1.16658
C -0.01297 0.89719 -0.42437
O -0.80796 1.87806 -0.91966
C 1.24282 1.06144 0.35834
O 1.04823 -0.24024 0.89540
H -0.81137 -1.95920 1.45655
H -2.28622 -1.02495 1.11287
H -1.03071 -0.38235 2.23666
H 0.15901 -1.68837 -1.39378
H -0.79815 -0.27192 -1.99718
H -0.23147 2.57310 -1.26540
H 2.14063 1.22794 -0.24895
H 1.18215 1.87177 1.11180
```

energy relative to the best compared isomer or geometry (same formula, charge and spin)	414.71	kJ/mol
Kohn-Sham gap	9.46	eV
SMILES	C[C@@]12C[C@]1(O)CO2
molar mass	100.12	g/mol

***

C5H16F9N4O15S3Y | the ωB97M-V functional and the def2-TZVPD basis

The geometry in XYZ format:
```
53
C5H16F9N4O15S3Y (the ωB97M-V functional and the def2-TZVPD basis)
Y 29.82601 27.14234 25.96210
C 28.74090 31.77315 25.73475
F 29.37044 31.86867 24.55401
F 28.61258 32.97123 26.25923
F 27.54485 31.22800 25.49695
S 29.73158 30.68095 26.89041
O 29.23759 30.97742 28.20595
O 29.48335 29.32134 26.39530
O 31.11034 31.08377 26.64023
C 33.16267 25.79826 23.11922
F 33.98865 25.10667 22.34556
F 33.78025 25.97659 24.30770
F 32.94143 26.98712 22.57171
S 31.54843 24.89776 23.40574
O 31.91322 23.67199 24.09266
O 30.83552 25.81964 24.28316
O 31.01499 24.75946 22.07828
C 25.96728 28.64969 28.45440
F 24.75314 28.50389 28.95066
F 25.96612 29.56531 27.48727
F 26.79889 29.05637 29.40984
S 26.60544 27.01896 27.82826
O 26.79730 26.24894 29.04897
O 25.61327 26.45841 26.93951
O 27.90100 27.34023 27.22054
O 30.57024 27.41653 28.17801
H 30.40367 26.63983 28.72970
H 30.71837 28.14588 28.79148
O 29.94197 28.50116 23.92599
H 29.16806 28.81770 23.44797
H 30.67959 29.03088 23.60627
O 31.99628 25.53278 26.76248
H 32.67318 25.92117 27.32592
H 32.41586 24.76616 26.34951
O 31.96308 28.25624 25.87647
H 32.74757 27.98250 26.35860
H 32.10502 29.18975 25.65806
C 27.21738 26.05124 23.74070
O 28.12000 26.62638 24.35565
N 27.40734 25.65194 22.45072
N 26.03231 25.75067 24.29172
H 26.66329 25.21343 21.94278
H 28.31529 25.73525 22.02794
H 25.42301 25.08951 23.84541
H 25.85373 25.96246 25.27156
C 28.94543 23.79589 26.61038
O 29.11965 24.98677 26.34494
N 29.73773 22.80318 26.12766
N 27.97693 23.40122 27.47675
H 29.74678 21.87530 26.50032
H 30.39983 23.10069 25.41589
H 27.50330 24.06428 28.07362
H 27.94517 22.43632 27.74946
```

energy relative to the best compared isomer or geometry (same formula, charge and spin)	0.00	kJ/mol
Kohn-Sham gap	9.75	eV
molar mass	728.29	g/mol

***

C44H46FeN10O3 | the ωB97M-V functional and the def2-TZVPD basis

The geometry in XYZ format:
```
104
C44H46FeN10O3 (the ωB97M-V functional and the def2-TZVPD basis)
Fe -0.06532 -0.03478 0.33577
O -6.05580 3.37144 -0.36597
C -5.82414 2.58522 0.55940
O -6.56468 1.93644 1.31811
C -4.32178 2.18738 0.68637
C -3.36879 2.66968 -0.20020
C -2.06760 2.20574 -0.11773
N -1.72085 1.24435 0.75870
C -2.61697 0.84142 1.67262
C -3.91395 1.30944 1.67964
C -2.09943 -0.14447 2.64857
C -2.86515 -0.62409 3.70068
C -2.29980 -1.53313 4.57664
C -0.98731 -1.92814 4.38171
C -0.29378 -1.41333 3.30157
N -0.83483 -0.54369 2.44390
C -0.93865 2.78777 -0.88053
C -1.09603 3.79358 -1.82519
C 0.03705 4.35437 -2.38853
C 1.28536 3.91224 -1.97583
C 1.34624 2.89058 -1.04481
N 0.26231 2.32609 -0.52351
H -3.69530 3.41532 -0.91298
H -4.66251 0.99499 2.39442
H -3.88126 -0.28543 3.83660
H -2.87759 -1.92291 5.40377
H -0.50301 -2.62750 5.04749
H 0.72599 -1.70986 3.10587
H -2.08057 4.13768 -2.10507
H -0.05438 5.13842 -3.12771
H 2.19489 4.34751 -2.36440
H 2.29908 2.51327 -0.69452
C 6.48712 1.77275 -0.03367
C 6.43200 0.59808 -0.96806
C 7.49680 0.29456 -1.80833
C 7.45095 -0.78498 -2.67651
C 6.33279 -1.60318 -2.70095
C 5.26618 -1.33665 -1.85760
C 5.30833 -0.23241 -1.01324
N 4.22979 0.05693 -0.13237
C 2.89906 0.01753 -0.41269
N 2.58190 0.01106 -1.72188
C 1.32810 -0.05066 -2.38960
C 0.10952 -0.20781 -1.73111
C -1.04048 -0.19214 -2.52032
C -0.98992 -0.05434 -3.89731
C 0.23818 0.07577 -4.52266
C 1.41238 0.08585 -3.78787
C 2.73695 0.25786 -4.48421
N 1.99907 0.04274 0.54490
C 2.45952 -0.18773 1.88523
C 3.05353 -1.41378 2.19712
C 3.47188 -1.69275 3.48551
C 3.28236 -0.74463 4.48346
C 2.68583 0.46532 4.17319
C 2.26782 0.77336 2.87770
C 1.64531 2.11005 2.59814
H 7.37607 2.37076 -0.22183
H 6.52504 1.45657 1.01250
H 5.61265 2.41613 -0.14982
H 8.37513 0.92734 -1.78500
H 8.29048 -0.99110 -3.32600
H 6.29440 -2.46032 -3.35930
H 4.40802 -1.99719 -1.84379
H 4.46168 0.25764 0.82773
H 3.38025 0.09689 -2.33124
H -2.01505 -0.27175 -2.05536
H -1.90151 -0.04321 -4.48030
H 0.29192 0.18549 -5.59846
H 2.58899 0.38738 -5.55384
H 3.39012 -0.60953 -4.35073
H 3.27686 1.14016 -4.12571
H 3.17920 -2.15250 1.41447
H 3.93111 -2.64607 3.70968
H 3.59690 -0.94854 5.49802
H 2.53516 1.20262 4.95187
H 1.38609 2.60649 3.53151
H 0.73682 2.03914 1.99643
H 2.33399 2.76139 2.05443
C 0.94222 -3.01275 -0.46013
O 0.35818 -2.22884 0.58819
H 0.21744 -3.20155 -1.25252
H 1.30560 -3.95635 -0.05094
H 1.77374 -2.45251 -0.87880
H -0.48553 -2.66621 0.83405
C -6.48878 -1.40630 1.48653
C -6.66012 -1.79515 0.02075
C -6.65173 -0.57179 -0.89272
C -5.65361 -2.86423 -0.40751
N -4.25699 -2.49315 -0.13808
C -3.55199 -1.41955 -0.49930
N -2.33418 -1.54407 -0.01680
N -2.31607 -2.72354 0.62436
N -3.45836 -3.29549 0.56884
H -7.16404 -0.59067 1.74219
H -5.47435 -1.03987 1.67473
H -6.67405 -2.25083 2.15189
H -7.63005 -2.28988 -0.09120
H -5.85835 0.12604 -0.62491
H -7.57064 -0.00072 -0.77706
H -6.55305 -0.85143 -1.94432
H -5.73264 -3.07441 -1.47456
H -5.79221 -3.79338 0.14234
H -3.95114 -0.58760 -1.05200
```

energy relative to the best compared isomer or geometry (same formula, charge and spin)	10.25	kJ/mol
net charge	+1
Kohn-Sham gap (alpha / beta)	7.09 / 6.12	eV
2S+1	6
molar mass	818.76	g/mol
<S²>	8.76